ORCA calculation (ωB97M-V with the def2-TZVPD basis set) on a cluster of 2 separate species, C9H14N2O in total.

```
26
Properties=species:S:1:pos:R:3:forces:R:3:mulliken_charge:R:1
C -0.21984 -0.66456 -2.34582 1.077 0.248 2.578 -1.4439
C -0.56926 -0.74154 -0.83125 -0.647 1.017 1.412 0.1545
C -1.10240 -2.15573 -0.50942 -3.150 0.303 -1.716 -1.1543
C 0.54320 -0.37782 0.17447 0.687 -0.874 -2.250 0.3293
O 1.39493 -1.48350 0.50301 -0.469 3.120 2.099 -0.5750
C 0.90437 0.87973 0.41678 0.503 -1.893 0.587 0.2199
C 2.03278 1.31762 1.33050 1.072 -0.046 -1.780 -0.4479
N 1.81423 2.72493 1.49278 -1.075 1.521 -2.459 -0.5782
C 0.88818 3.05971 0.62394 3.054 -0.132 3.194 -0.3204
N 0.32576 2.05039 -0.12431 3.003 0.348 0.675 -0.1844
H 0.61726 -1.33513 -2.52236 -0.381 -0.502 -0.646 0.2842
H -1.16150 -0.82288 -2.79451 -0.547 -0.571 -1.321 0.4682
H 0.15751 0.31556 -2.54852 0.063 0.736 -0.310 0.3586
H -1.31931 0.07332 -0.65479 0.082 -0.912 -0.139 0.2758
H -1.70941 -2.37689 0.40151 1.326 0.539 -0.098 0.2349
H -0.25528 -2.77686 -0.67644 0.150 -1.273 0.245 0.3613
H -1.92128 -2.46572 -1.29197 1.725 0.614 0.897 0.3201
H 1.26505 -2.06207 -0.20151 -0.027 -1.713 -1.598 0.3268
H 3.04096 1.07307 0.81321 -1.321 0.479 0.993 0.2742
H 2.05257 0.99985 2.33716 -0.056 -1.596 0.868 0.3408
H 0.73114 4.11024 0.67138 -1.198 0.628 -0.965 0.4688
H -0.60905 2.16752 -0.21574 -3.567 -0.150 -0.646 0.2624
C -0.74250 1.39282 2.95104 -0.053 1.158 0.460 -0.4930
C -1.36255 0.48366 2.47078 1.456 2.346 1.401 -0.4074
H -0.27623 2.30740 3.36299 -0.383 -1.297 -0.605 0.4454
H -1.93440 -0.32159 2.26692 -1.321 -2.098 -0.876 0.4796
```
Positions in Å, forces in eV/Å.

Properties
LUMO: 0.8 eV
2S+1: 1
total charge: 0
frontier orbital gap: 0.310 Eh
calculated total energy: -14582.9606 eV
energy above the lowest of the compared OMol25 structures with the same formula, charge and spin: 445.88 kJ/mol
HOMO level: -7.664 eV

***

ORCA calculation (ωB97M-V with the def2-TZVPD basis set) on a structure of composition C9H14N2O.

```
26
Properties=species:S:1:pos:R:3:forces:R:3:mulliken_charge:R:1
C 2.33054 -1.10558 -1.56706 -0.481 0.209 0.506 -0.9289
C 1.75952 0.00614 -0.43888 3.501 -0.913 -2.507 -1.0912
C 0.98572 -0.52121 0.71230 0.857 0.947 2.119 0.8239
C 1.25039 0.42763 1.96693 0.193 -0.190 1.213 -1.1529
C -0.39528 -0.67142 0.43117 -1.055 0.456 -0.588 0.2989
C -2.25537 -2.03427 0.23415 4.915 -5.657 2.367 -0.1834
C -2.97691 -1.04600 -0.18856 -4.164 -0.068 -4.379 -0.3768
C -1.17941 0.36421 0.01182 -2.819 1.794 -1.229 0.6466
C -1.40941 2.63296 -0.38916 -0.060 1.613 -3.965 -0.8843
H 2.99449 -0.38518 -2.16775 -1.457 -1.404 -0.163 0.3400
H 3.24484 -1.76935 -1.04212 -3.147 1.159 -1.243 0.2356
H 1.34691 -1.76254 -2.20691 3.634 2.039 1.958 0.2293
H 2.76969 0.34826 -0.19021 0.147 -0.364 1.228 0.4032
H 1.51243 1.00932 -0.85228 -1.149 -1.201 -0.238 0.4455
H 1.03976 -1.57022 0.89924 2.354 -0.813 0.560 0.2950
H 0.58680 0.35672 3.06972 1.539 0.101 -3.747 0.2446
H 2.31636 0.16626 2.27082 -1.257 0.745 -0.271 0.3494
H 1.20519 1.44317 1.44000 0.089 -1.061 1.682 0.2957
H -2.53286 -3.16823 0.40305 0.070 2.693 -0.636 0.3351
H -3.97070 -1.52742 -0.90350 2.328 2.459 2.590 0.1844
H -0.88014 3.51973 -0.19676 1.329 1.259 -0.214 0.3134
H -2.21566 2.80619 0.22316 -2.532 -0.688 1.258 0.4018
H -1.63776 2.57964 -1.50678 -0.413 0.444 1.476 0.2883
N -0.86817 -1.86265 0.47189 -3.468 -1.820 0.550 -0.6163
N -2.43018 0.15573 -0.37628 0.529 1.769 0.074 -0.5675
O -0.59078 1.60810 -0.10798 0.518 -3.507 1.599 -0.3294
```
Positions in Å, forces in eV/Å.

Properties
LUMO: 0.7 eV
2S+1: 1
total charge: 0
frontier orbital gap: 0.363 Eh
calculated total energy: -14582.1382 eV
energy above the lowest of the compared OMol25 structures with the same formula, charge and spin: 525.23 kJ/mol
HOMO level: -9.208 eV

***

ORCA calculation (ωB97M-V with the def2-TZVPD basis set) on an isolated molecule of C9H14N2O2.

```
27
Properties=species:S:1:pos:R:3:forces:R:3:mulliken_charge:R:1
C -3.88601 0.07823 -0.31286 1.104 -1.722 0.472 -0.7198
O -2.65781 -0.66409 -0.49628 2.204 0.905 0.165 -0.3535
C -1.57374 -0.01331 0.11332 -1.364 0.740 1.010 0.4768
O -1.76853 0.99239 0.80468 0.307 -1.165 -1.198 -0.6751
C -0.24610 -0.64647 -0.00658 -1.006 2.684 -0.348 0.2534
N -0.21884 -1.88054 -0.55959 1.952 -1.373 -0.375 -0.0617
N 0.87041 -2.45121 -0.29851 -0.382 -1.220 1.463 -0.9321
C 1.66023 -1.67723 0.77166 1.398 1.361 -1.495 -0.5849
C 1.04328 -0.27373 0.71616 -0.388 -0.795 1.809 1.8033
C 0.97675 0.45773 2.05986 -0.716 0.909 -0.597 -1.7859
C 1.20468 0.42880 -0.57183 -2.293 -1.208 -0.134 0.6824
C 0.64707 1.81902 -0.78687 -1.147 -0.910 0.411 -1.1357
C 1.84239 -0.24947 -1.72102 2.310 -0.494 1.442 -1.9700
H -4.66130 -0.62169 -0.56207 -0.394 -0.048 -0.304 0.2504
H -3.86929 0.96264 -0.88657 -0.191 0.983 -0.684 0.2839
H -3.87005 0.27902 0.72414 -0.780 0.693 1.056 0.3342
H 2.71653 -1.58176 0.34447 -1.178 -0.597 0.946 0.2518
H 1.66417 -2.03592 1.84042 -0.195 -0.363 -1.460 0.4407
H 0.82742 -0.13753 2.93618 0.358 -1.234 0.226 0.5130
H 0.06149 1.07125 2.15635 0.775 0.323 -0.561 0.2786
H 1.89465 1.01979 2.19842 -0.041 0.353 0.121 0.3555
H 1.38202 2.64051 -0.75667 -0.265 -0.465 -0.540 0.3639
H 0.00706 1.91319 0.08751 -0.071 0.819 -0.046 0.2610
H -0.09299 1.75396 -1.65214 1.445 0.682 0.704 0.2759
H 2.88783 0.15890 -1.79518 -0.631 -0.764 0.042 0.3749
H 1.36484 0.01172 -2.57685 -1.410 1.304 -2.702 0.4646
H 1.79384 -1.35419 -1.77014 0.602 0.600 0.579 0.5546
```
Positions in Å, forces in eV/Å.

Properties
LUMO: 0.2 eV
2S+1: 1
total charge: 0
frontier orbital gap: 0.326 Eh
calculated total energy: -16631.6299 eV
energy above the lowest of the compared OMol25 structures with the same formula, charge and spin: 429.24 kJ/mol
HOMO level: -8.658 eV

***

ORCA calculation (ωB97M-V with the def2-TZVPD basis set) on a structure of composition C9H14N2PY.

```
27
Properties=species:S:1:pos:R:3:forces:R:3:mulliken_charge:R:1
C -1.56119 -1.61482 -0.57320 0.537 3.436 -0.915 -0.6978
C -2.54587 -1.57293 0.42241 0.199 0.573 0.252 -0.6722
C -2.89947 -0.21497 0.69304 0.526 -0.123 -0.145 -0.5411
C -2.15227 0.63956 -0.17554 -0.414 -0.333 0.426 -0.7917
C -1.30770 -0.12036 -0.98296 -0.492 -3.532 0.958 -0.1518
Y 2.44325 -1.27935 0.27271 1.307 -2.118 0.274 0.1469
P 2.20926 -1.26813 -2.45109 0.190 -0.123 -2.017 -0.2095
H -1.07223 -2.46282 -1.05075 -0.298 0.102 0.158 0.4226
H -2.98543 -2.41938 0.95283 0.199 0.140 -0.251 0.3875
H -3.61241 0.12571 1.45233 0.196 -0.197 -0.427 0.3839
H -0.66571 0.18867 -1.80434 -0.180 0.085 0.169 0.3842
H -2.30344 1.71843 -0.20884 0.163 -0.164 -0.104 0.4951
H 1.11910 -0.79590 -3.26387 0.392 -0.139 0.477 0.1413
H 2.41193 -2.50347 -3.16737 -0.068 0.632 0.454 0.1372
H 3.26419 -0.52456 -3.11137 -0.491 -0.343 0.227 0.1040
C 0.54483 -0.71635 1.87951 0.047 -0.203 -0.051 -1.3050
C 0.83229 0.60750 1.20551 0.630 -0.349 -0.639 0.2989
N 1.73865 0.73555 0.21086 -1.476 2.133 0.132 -0.0340
C 1.68901 2.07417 -0.22042 0.018 -1.433 0.715 -0.4782
C 0.82648 2.72650 0.58500 -0.292 0.154 0.241 -0.3579
N 0.31598 1.79249 1.49141 -0.393 0.991 0.213 0.1295
H 1.31716 -0.93980 2.65099 -0.293 0.045 -0.143 0.3859
H -0.43982 -0.70518 2.35933 0.078 0.007 -0.209 0.4235
H 0.43850 -1.58514 1.11872 -0.499 0.984 0.772 0.2407
H 2.28387 2.36826 -1.06737 -0.047 0.299 0.139 0.4298
H 0.53661 3.76613 0.60257 -0.071 -0.197 0.047 0.3948
H -0.42557 1.98021 2.17991 0.532 -0.328 -0.753 0.3335
```
Positions in Å, forces in eV/Å.

Properties
LUMO (spin up / spin down): -0.5 / -0.3 eV
2S+1: 1
total charge: 0
frontier orbital gap (spin up / spin down): 0.180 / 0.175 Eh
calculated total energy: -22865.2697 eV
energy above the lowest of the compared OMol25 structures with the same formula, charge and spin: 0.00 kJ/mol
HOMO level (spin up / spin down): -5.436 / -5.104 eV